{"formula": "C9H12N4OS", "method": "ωB97M-V/def2-TZVPD", "energy_ev": -28364.7576, "relative_energy_kcal_mol": 0.0, "spin_multiplicity": 3, "orbital_gap_ev": [4.78, 6.18], "elements": ["C", "C", "C", "C", "C", "C", "C", "C", "C", "N", "N", "N", "N", "O", "S", "H", "H", "H", "H", "H", "H", "H", "H", "H", "H", "H", "H"], "positions_angstrom": [[3.94031, 1.24137, 0.12783], [4.26576, -0.92035, 0.67780], [2.62770, 0.88995, -0.26468], [2.34419, -0.50153, -0.32892], [1.48668, 1.53775, -0.91524], [-1.33896, 2.01467, 0.73588], [-0.51443, -2.79607, -0.33892], [-1.56259, 0.78979, -0.14617], [-0.83287, 0.72460, -1.43706], [4.67993, 0.35952, 0.75463], [3.18207, -1.41420, 0.13581], [1.04746, -0.61429, -0.63855], [0.49987, 0.60429, -0.99869], [1.36682, 2.73189, -1.12640], [0.50834, -2.01575, -1.61176], [4.23755, 2.30264, 0.19966], [5.08890, -1.65069, 1.01557], [-0.53292, 1.73475, 1.36353], [-0.93884, 2.85238, 0.03638], [-2.11229, 2.33823, 1.40278], [-1.53176, -2.50489, -0.40672], [-0.15019, -2.70859, 0.73109], [-0.44409, -3.92918, -0.65601], [-2.57666, 0.59658, -0.29033], [-1.27852, -0.07506, 0.33515], [-1.15850, -0.00334, -2.15716], [-0.79646, 1.74787, -1.88317]], "atomic_forces_ev_per_a": [[0.15, 2.00, 1.05], [4.16, -0.85, 1.57], [-2.02, -0.22, -2.43], [3.64, 1.44, 2.75], [4.78, 0.47, 2.94], [1.64, 0.91, -2.32], [1.22, -2.82, 0.13], [-1.92, 0.86, 0.21], [0.30, 2.98, -0.02], [-0.16, -0.59, -0.81], [-2.90, -0.70, -1.37], [-3.40, -0.95, -2.71], [0.88, -3.64, -0.92], [-1.14, 1.81, -1.03], [0.09, 0.25, 1.42], [-0.11, -0.64, -0.27], [-1.71, 0.95, -0.36], [1.11, 0.21, 0.80], [-0.90, -0.99, 1.52], [-0.80, 0.06, -0.19], [-0.90, 0.39, -0.05], [-0.06, 0.03, -1.52], [-0.26, 2.07, 0.83], [-2.10, 0.10, -0.56], [0.77, -1.96, 1.61], [0.05, -0.42, -0.13], [-0.42, -0.72, -0.14]], "nbo_charge": [-0.0256, 0.1342, -0.2053, 0.2988, 0.4680, -0.6205, -0.7734, -0.4019, -0.2437, -0.3880, -0.4772, -0.2091, -0.1379, -0.4770, 0.4222, 0.1969, 0.1707, 0.2103, 0.2245, 0.2274, 0.2155, 0.2591, 0.2468, 0.2084, 0.1909, 0.2390, 0.2468]}